[1]
A molecular structure, C7H15N2Ni in a non-equilibrium geometry, computed with the ωB97M-V functional and the def2-TZVPD basis.

Last column: Mulliken charge in e.
Geometry (Å):
C 1.4517 -1.1062 -0.2844  -1.122
Ni -0.1077 0.1136 -0.1063  -0.334
N -1.7225 0.9261 0.4757  -0.565
H -0.8913 -1.2232 0.2840  -0.161
H -1.6060 1.2596 1.4357  0.274
H -0.5419 -1.5207 -0.4075  0.133
H 1.2767 -2.1745 -0.1026  0.522
H 2.1631 -0.7401 0.4732  0.213
H 1.9100 -0.9687 -1.2738  0.234
H -1.9996 1.7193 -0.1042  0.246
H -2.5236 0.2928 0.4926  0.301
N 0.7522 1.8303 -0.7346  -0.316
C 2.1861 2.0310 -0.7219  0.422
C 2.7939 2.3071 0.4976  -0.492
C 4.1895 2.4108 0.5347  -0.626
C 4.9346 2.2498 -0.6397  -0.412
C 4.2957 1.9428 -1.8527  -0.767
C 2.8983 1.8333 -1.8940  -0.470
H 0.3101 2.5637 -0.1809  0.308
H 0.4014 1.9173 -1.6905  0.311
H 2.1894 2.4113 1.4054  0.178
H 4.6901 2.6209 1.4838  0.290
H 6.0199 2.3564 -0.6146  0.321
H 4.8762 1.7929 -2.7610  0.303
H 2.3784 1.5773 -2.8243  0.209

Forces on atoms 1 to 6 (eV/Å):
0.95 0.30 -0.06
1.53 -1.44 -0.53
-1.82 1.07 0.64
-0.71 -1.25 -0.35
-0.04 0.08 -0.20
-0.79 0.45 0.71

As for the multiplicity: 3. The value obtained for the total energy is -51521.0957 eV. The total charge is -1. The calculation puts the energy above the lowest of the compared OMol25 structures with the same formula, charge and spin at 2.207 eV. The gap between HOMO and LUMO (alpha / beta) is 1.9 / 6.3 eV.

***

[2]
2 unconnected molecules or ions with the total composition C7H15N2O3 in a non-equilibrium geometry, computed with the ωB97M-V functional and the def2-TZVPD basis.

Last column: Mulliken charge in e.
Geometry (Å):
C 0.4441 -3.0707 2.5336  -0.748
N 1.6087 -2.1962 2.3413  -0.385
C 2.2017 -2.3308 0.9992  -0.746
C 1.3181 -1.5594 -0.0691  0.846
N 1.5828 -2.2129 -1.3948  -0.831
C 1.5733 -0.0149 -0.0617  0.087
O 0.6140 0.7380 0.2615  -0.733
O 2.7126 0.5191 -0.3429  -0.755
H 0.7567 -4.1251 2.3002  0.243
H 0.0707 -3.0060 3.5855  0.298
H -0.4277 -2.8317 1.8608  0.257
H 1.4005 -1.2195 2.5440  0.307
H 3.2269 -1.8730 0.9730  0.231
H 2.2875 -3.4018 0.6617  0.305
H 0.2170 -1.7053 0.1274  0.033
H 0.9742 -1.7763 -2.0946  0.306
H 1.1828 -3.1551 -1.2852  0.238
C -1.0530 2.8929 -0.7987  -0.954
C -2.5433 2.9121 -1.0139  0.852
O -3.2776 2.1132 -0.4706  -0.572
C -3.0960 3.9718 -1.9396  -1.082
H -0.7856 2.0835 -0.1142  0.303
H -0.5430 2.7241 -1.7491  0.277
H -0.7313 3.8414 -0.3612  0.332
H -2.6737 3.8494 -2.9388  0.298
H -2.8599 4.9643 -1.5512  0.287
H -4.1805 3.8688 -2.0024  0.304

Forces on atoms 1 to 6 (eV/Å):
-0.27 0.04 -0.19
0.20 -0.97 0.04
-0.48 1.24 -0.85
-0.08 -0.73 -0.27
-0.45 0.01 0.21
1.78 2.86 -0.28

As for the multiplicity: 1. The value obtained for the total energy is -16625.7549 eV. The total charge is -1. The gap between HOMO and LUMO is 7.3 eV.